# 1
Below is a structure of composition C29H29BrN8O7P2Ta at a distorted geometry, with properties calculated with ωB97M-V/def2-TZVPD.

CARTESIAN COORDINATES (ANGSTROEM)
O 2.274 -0.878 0.133
H 3.540 -3.691 4.977
C 1.072 -1.588 2.840
H 4.307 0.559 -3.744
C -6.498 -1.213 -2.216
Ta 1.340 0.623 0.758
P 3.121 1.491 -1.094
O 1.667 1.386 -1.436
C 3.848 -0.217 -3.133
O 0.124 1.812 1.352
O 3.958 2.586 -1.861
C -1.768 0.661 2.240
N -1.534 -0.397 -2.314
C 1.643 -3.615 4.011
H -2.447 -0.973 -4.077
H 4.019 1.694 2.597
N -3.473 0.637 -3.259
C -1.001 0.478 -1.447
O 4.660 -1.537 0.405
C -1.175 1.940 -1.575
N 2.658 0.167 2.658
C -5.142 -1.098 -2.440
C -4.699 0.134 -2.896
O 3.192 1.652 0.415
H -1.552 -2.539 -2.416
C -3.891 1.833 2.411
C -1.231 -1.662 -1.890
H -0.061 -2.277 -0.131
C -1.933 3.014 1.624
H -7.616 1.920 -2.999
H -1.465 3.933 1.297
C -0.995 -0.492 2.547
N 0.253 -0.653 2.184
H -0.585 2.472 -0.837
C -2.254 -0.046 -3.526
H -8.436 -0.315 -2.278
C 2.356 -1.065 3.143
N -4.807 2.302 -3.426
H -3.879 3.883 1.773
C -0.495 -1.523 -0.760
H 5.753 0.101 -0.420
N -3.613 1.954 -3.556
C 4.720 0.087 3.861
H -1.640 0.631 -4.135
P 3.460 -1.440 -0.681
H 3.630 3.481 -1.983
H -3.589 -0.186 3.024
H 4.918 -2.453 0.554
C 4.457 -1.180 4.323
C 2.867 -3.109 4.366
H -0.871 2.269 -2.568
H 5.777 1.228 -1.691
H 2.779 -0.235 -3.337
C 4.080 0.026 -1.659
C -1.158 1.856 1.730
C 3.249 -1.811 3.957
H -2.225 2.215 -1.464
C -7.382 -0.147 -2.432
N -0.348 -0.182 -0.486
C 0.726 -2.851 3.271
H -1.445 -1.225 3.216
C -6.943 1.096 -2.830
C -3.130 0.693 2.598
H -6.893 -2.154 -1.869
O 3.228 -2.630 -1.472
H 6.098 -0.390 -1.987
H 4.239 -1.192 -3.419
C 3.804 0.719 3.013
H -0.243 -3.267 3.035
H 1.351 -4.603 4.332
N 5.530 0.261 -1.418
C -5.574 1.243 -3.042
H 5.158 -1.696 4.963
H -4.466 -1.921 -2.266
C -3.282 2.996 1.923
Br -5.741 1.814 2.804
H 5.626 0.602 4.138

Summary:
Lowest unoccupied orbital energy (eV): -9.40
E_HOMO (eV): -14.82
Total charge: +3

Löwdin population analysis, charges in e, atoms 1 to 6: atom 1 (O): -0.42, atom 2 (H): 0.14, atom 3 (C): -0.21, atom 4 (H): 0.11, atom 5 (C): -0.06, atom 6 (Ta): 1.93

# 2
Below is a cluster of 2 separate species, C2H5O4PS in total at a distorted geometry, with properties calculated with ωB97M-V/def2-TZVPD.

CARTESIAN COORDINATES (ANGSTROEM)
H -2.917 0.642 -2.046
O -3.179 -0.210 -1.658
S -4.961 0.943 0.559
H 1.897 1.286 0.163
C 1.365 0.448 0.712
O -0.160 -1.277 0.521
H -1.151 -1.474 0.353
C -0.003 -0.008 0.229
O -3.257 -1.734 0.338
H 1.256 0.804 1.667
H 2.088 -0.358 0.669
O -0.926 0.788 0.043
P -3.715 -0.422 -0.123

Summary:
Lowest unoccupied orbital energy (eV): -0.25
E_HOMO (eV): -10.13
SMILES: O=P(O)=S.CC(=O)O
Total charge: 0

natural (NBO) population analysis, charges in e, atoms 1 to 6: atom 1 (H): 0.54, atom 2 (O): -0.99, atom 3 (S): -0.44, atom 4 (H): 0.23, atom 5 (C): -0.72, atom 6 (O): -0.66

# 3
Below is a structure of composition C53H69AsMgN3O9P2S3Si, with properties calculated with ωB97M-V/def2-TZVPD.

CARTESIAN COORDINATES (ANGSTROEM)
C -0.636 5.725 -2.779
C -1.912 4.460 3.550
C 0.110 0.670 4.622
H -0.409 1.570 4.953
C -0.560 -6.045 1.420
H -0.579 -0.174 4.686
H 2.271 1.010 -5.208
H 3.822 -1.446 0.866
C 3.583 0.910 -2.089
H -3.263 -0.198 5.766
H -4.551 -5.953 -0.210
C -1.392 -5.637 2.455
H -2.969 0.895 -2.085
C 5.395 1.973 2.606
H -4.970 1.077 2.044
H -5.632 -4.608 -0.604
S 0.630 4.143 -1.010
H -3.000 -3.911 0.479
H -0.977 -3.517 -5.696
N -3.639 -4.044 -0.293
C -1.118 -4.215 -3.668
S -2.753 1.888 0.647
H 4.718 0.036 2.029
H 4.914 -1.079 -0.447
H 0.395 -1.536 -5.082
C 3.025 1.069 -4.433
H -5.980 0.159 3.182
N 3.228 -2.239 -0.956
C 0.633 0.825 3.197
H 5.348 -1.232 -2.302
H 2.305 -4.066 -0.551
C -4.776 -4.905 -0.002
C 4.948 -3.746 -4.511
H -0.181 6.491 -2.167
C -0.868 5.556 3.369
C 0.449 -2.038 -3.009
O 1.467 5.303 -0.885
H 3.561 3.291 -0.517
Si -1.885 1.861 2.506
H 1.620 0.608 -2.883
C -5.167 0.886 3.098
C -0.231 -3.740 0.750
C 4.339 1.401 -4.724
H 5.630 1.351 -1.590
H 6.299 1.781 -3.924
H -3.913 4.005 2.845
O -0.453 0.783 -4.509
H 0.009 5.343 3.985
H -2.886 4.812 1.657
O -0.417 0.724 -1.686
C 5.478 -2.632 -3.880
C -4.683 -4.177 -2.961
H -4.459 1.108 5.732
H -1.842 -6.371 3.112
Mg -0.398 1.817 -0.092
H -1.542 7.104 -4.142
H -1.740 -5.067 -3.919
H 5.903 1.596 3.485
H -4.089 -4.985 -2.537
C 0.030 -2.901 -1.999
As -1.009 1.384 -3.102
H -4.310 -3.986 -3.967
C 4.745 3.796 1.192
C 4.900 1.262 -2.388
H -3.261 -0.834 2.090
H 4.637 1.595 -5.747
H 1.795 2.233 2.034
H -2.480 5.297 -5.575
C -1.064 -3.346 1.798
H 2.338 -4.300 -2.448
H 1.655 -0.388 1.738
C 2.253 -3.028 -0.225
C -1.386 6.063 -3.892
C 3.858 -1.175 -0.191
C -1.909 5.056 -4.688
H -2.733 5.217 5.405
H 0.736 -1.317 2.929
C 4.087 2.913 0.351
C 4.064 1.542 0.629
H -5.061 -4.812 1.048
H -0.556 5.591 2.325
H -5.723 -4.505 -3.029
H -2.100 2.953 -4.983
H -2.289 -3.956 3.450
C 2.652 0.831 -3.117
C -0.688 -3.349 -4.665
N -4.541 -2.979 -2.147
H 2.271 -0.562 3.398
H -4.970 -0.567 5.442
C -0.425 4.393 -2.438
C 0.093 -2.253 -4.331
O -2.754 1.165 -2.992
C -2.281 4.299 5.022
H 1.070 2.927 3.489
H -1.385 4.082 5.609
C -4.171 0.159 5.276
C -0.773 -3.987 -2.343
P 3.002 0.477 -0.414
H 5.913 4.021 2.982
C 0.016 -5.103 0.579
H 6.335 -2.121 -4.303
C -0.963 3.362 -3.215
C -3.147 4.772 2.714
H 2.521 -3.040 0.838
C -3.738 -2.906 -1.048
C 1.371 -0.441 2.790
O -2.872 1.324 3.706
H -4.233 -1.724 3.274
O -1.278 3.259 3.110
H -4.543 -2.105 -2.650
H 3.357 -5.186 -4.439
C -1.694 3.731 -4.348
H 0.950 0.485 5.296
H -5.486 1.816 3.574
H 5.382 -4.127 -5.427
O -0.266 3.890 0.143
O 1.297 2.861 -1.269
C 4.725 1.087 1.770
S -2.907 -1.526 -0.662
H -3.566 5.733 3.021
H -1.280 -2.291 1.921
C 3.801 -2.735 -2.126
H 1.032 -1.164 -2.756
H -1.270 6.528 3.661
O -0.474 0.970 2.269
H -0.363 -7.098 1.266
H 0.644 -5.439 -0.238
C -1.641 -4.284 2.646
H -2.985 3.477 5.146
P 0.478 -2.396 -0.293
C -3.463 -0.957 3.156
C 3.253 -3.845 -2.793
H -2.554 -1.302 3.655
C 4.922 -2.131 -2.715
C -3.916 0.352 3.784
H 4.729 4.854 0.965
C 3.825 -4.337 -3.954
C 5.403 3.329 2.323
H -1.147 -4.656 -1.581
C 1.548 2.039 3.082
H 2.487 1.854 3.607
C 5.275 1.506 -3.699

Summary:
Lowest unoccupied orbital energy (eV): 2.16
E_HOMO (eV): -5.26
Total charge: -1

Löwdin population analysis, charges in e, atoms 1 to 6: atom 1 (C): -0.07, atom 2 (C): -0.64, atom 3 (C): -0.02, atom 4 (H): 0.08, atom 5 (C): -0.09, atom 6 (H): 0.08

> Which of these has the lowest lowest unoccupied orbital energy?

C29H29BrN8O7P2Ta

> The highest total charge belongs to which entry?

C29H29BrN8O7P2Ta

> Which value of E_HOMO does entry 1 give?

-14.82 eV